[1]
The molecule C3H6N2O at a distorted geometry. Source: the OMol25 dataset; level of theory: ωB97M-V with the def2-TZVPD basis set.

XYZ file:
```
12
Properties=species:S:1:pos:R:3:forces:R:3
O 2.033545 -0.021926 1.437318 -0.1803 0.0879 -0.9584
N -0.124267 0.002322 -1.356751 0.4896 0.3247 0.4517
N 1.134833 0.271676 -0.720636 0.0798 -0.3426 -0.2160
C -0.325065 0.108303 1.032428 -2.3028 1.4738 0.6760
C 1.104513 0.086510 0.661684 1.1132 -0.1438 0.1201
C -0.984964 -0.355805 -0.248521 -2.0790 -3.2764 -0.5053
H 1.840299 -0.092796 -1.330154 0.8653 -0.0563 0.5051
H -2.089157 -0.150042 -0.446635 1.5733 0.3889 0.3983
H -0.963309 -1.479507 -0.338081 -0.1412 0.6826 0.8068
H -0.602824 1.225094 1.063827 0.4063 -1.3837 0.7403
H -0.598109 -0.450752 1.994289 0.5203 0.9844 -1.5505
H -0.425494 0.856923 -1.748769 -0.3445 1.2604 -0.4682
```
Forces are in eV/Å.

Computed properties:
HOMO energy: -9.2 eV
F_max: 3.913 eV/A
Gap between HOMO and LUMO: 10.0 eV
LUMO level: 0.88 eV
Multiplicity: 1

Here are the Löwdin charges for atoms 1 to 6, given in e: 0.068, -0.054, 0.055, -0.103, -0.503, -0.244

***

[2]
A cluster of 2 separate species, C3H6N2O in total. Source: the OMol25 dataset; level of theory: ωB97M-V with the def2-TZVPD basis set.

XYZ file:
```
12
Properties=species:S:1:pos:R:3:forces:R:3
O 0.390410 0.116419 1.452066 0.2706 0.4048 -0.2809
N -2.542799 -0.662407 -0.034074 0.4031 -0.3018 -0.1059
N -0.627963 -2.105151 -0.525600 -0.4872 0.3681 0.1770
C -1.575019 -1.395000 -0.198660 0.0263 -0.0812 -0.0349
C 1.256782 0.964603 -0.620562 -0.0520 -0.0753 -0.0728
C 0.872434 1.036324 0.829777 -0.0738 -0.2715 0.1580
H -3.191869 -0.902315 0.705014 0.0233 -0.0098 -0.0447
H 0.224533 -1.910904 -0.008118 -0.0443 -0.0197 0.0315
H 1.080409 2.002097 1.336261 -0.0544 -0.1133 -0.0142
H 0.952163 1.872150 -1.150945 0.0317 -0.0881 0.1095
H 2.350074 0.897587 -0.691393 -0.1342 0.0418 0.0327
H 0.810846 0.086596 -1.093766 0.0909 0.1458 0.0447
```
Forces are in eV/Å.

Computed properties:
HOMO energy: -10.2 eV
F_max: 0.636 eV/A
Gap between HOMO and LUMO: 11.1 eV
LUMO level: 0.96 eV
Multiplicity: 1

Here are the Löwdin charges for atoms 1 to 6, given in e: 0.018, 0.136, 0.128, -0.399, -0.052, -0.302

***

[3]
A cluster of 2 separate species, C3H6N2O in total at a distorted geometry. Source: the OMol25 dataset; level of theory: ωB97M-V with the def2-TZVPD basis set.

XYZ file:
```
12
Properties=species:S:1:pos:R:3:forces:R:3
O -0.442085 0.750066 -0.801204 -1.5540 -1.5854 1.5668
N -1.301282 -0.320060 -0.342943 -3.3713 -0.7771 -1.8539
N 0.507479 0.177061 0.106061 2.4019 -0.9266 1.1851
C -0.341120 -0.760769 0.459384 1.1545 2.9178 -0.8029
C 3.307747 0.347471 0.327558 0.1142 0.2459 2.5573
C -2.769848 -0.284556 -0.294936 1.4788 0.4807 3.4431
H -3.145099 0.529482 0.391627 0.3191 -0.3778 -1.2100
H 3.539362 0.328985 -0.654798 0.2895 -0.7626 -3.0054
H 3.196218 -0.455611 1.013311 -0.3084 -0.9065 -0.1998
H 3.674265 1.201362 0.808438 0.2087 1.4200 0.6896
H -3.085962 -1.188015 0.240355 0.3403 -0.0918 -0.3035
H -3.139677 -0.325419 -1.252857 -1.0733 0.3633 -2.0665
```
Forces are in eV/Å.

Computed properties:
HOMO energy (spin up / spin down): -9.5 / -7.9 eV
F_max: 3.925 eV/A
Gap between HOMO and LUMO (spin up / spin down): 10.3 / 5.4 eV
LUMO level (spin up / spin down): 0.84 / -2.51 eV
Multiplicity: 1

Here are the Löwdin charges for atoms 1 to 6, given in e: -0.025, -0.183, 0.015, 0.000, 0.068, -0.014